Here is 7 unconnected molecules or ions with the total composition C28H65NO22S6 from the Open Molecules 2025 dataset. Energies are from wB97M-V/def2-TZVPD.

```
! wB97M-V def2-TZVPD RIJCOSX def2/J DEFGRID3
* xyz 0 1
C -10.747 -0.312 -0.190
C -9.519 -1.238 -0.124
C -8.188 -0.515 0.174
C -7.499 -0.994 1.464
C -6.720 0.026 2.290
O -7.611 1.065 2.735
C -7.493 2.127 1.908
O -8.246 3.046 1.871
O -6.388 2.000 1.139
C -5.633 0.866 1.605
C -4.849 0.238 0.483
C -3.853 1.207 -0.161
C -4.413 2.084 -1.266
N -5.029 1.431 -2.393
O -4.312 3.274 -1.234
H -11.358 -0.515 -1.069
H -11.391 -0.434 0.681
H -10.455 0.738 -0.233
H -9.681 -1.996 0.645
H -9.432 -1.787 -1.062
H -7.513 -0.664 -0.670
H -8.377 0.558 0.218
H -8.262 -1.393 2.137
H -6.821 -1.829 1.254
H -6.302 -0.470 3.164
H -4.944 1.237 2.371
H -4.297 -0.602 0.918
H -5.524 -0.179 -0.262
H -3.458 1.885 0.597
H -3.015 0.636 -0.574
H -5.973 1.132 -2.160
H -4.510 0.583 -2.609
C 2.205 -1.830 -0.726
C 2.313 -0.944 0.491
O 1.570 0.306 0.342
S 0.011 0.261 0.550
C -0.240 1.994 0.712
O -0.280 -0.401 1.789
O -0.652 -0.199 -0.637
H 1.192 -2.211 -0.858
H 2.881 -2.676 -0.608
H 2.483 -1.288 -1.628
H 1.964 -1.440 1.396
H 3.335 -0.614 0.661
H 0.276 2.340 1.603
H -1.311 2.153 0.804
H 0.139 2.485 -0.181
C 3.011 -3.282 -6.382
C 2.318 -2.109 -7.036
O 1.539 -1.318 -6.090
S 2.333 -0.339 -5.134
C 0.969 0.641 -4.613
O 3.239 0.446 -5.916
O 2.839 -1.060 -4.006
H 3.794 -2.960 -5.697
H 3.457 -3.900 -7.163
H 2.296 -3.892 -5.831
H 3.020 -1.446 -7.542
H 1.585 -2.447 -7.762
H 0.566 1.170 -5.471
H 1.359 1.339 -3.876
H 0.228 -0.011 -4.157
C 0.475 -7.781 -9.897
C -0.289 -6.598 -10.445
O -1.047 -5.898 -9.420
S -0.242 -4.948 -8.443
C -1.611 -4.069 -7.781
O 0.576 -4.067 -9.225
O 0.376 -5.716 -7.405
H 1.272 -7.469 -9.225
H 0.917 -8.331 -10.729
H -0.191 -8.449 -9.351
H 0.365 -5.878 -10.938
H -1.053 -6.909 -11.154
H -2.084 -3.502 -8.578
H -1.207 -3.404 -7.019
H -2.299 -4.783 -7.336
C 7.507 0.462 4.312
C 6.464 0.297 5.392
O 5.107 0.491 4.904
S 4.453 -0.693 4.081
C 2.783 -0.148 4.183
O 4.622 -1.915 4.807
O 4.882 -0.636 2.715
H 7.443 -0.329 3.566
H 8.500 0.437 4.762
H 7.385 1.418 3.804
H 6.518 -0.681 5.871
H 6.564 1.060 6.162
H 2.470 -0.170 5.223
H 2.188 -0.840 3.590
H 2.720 0.855 3.770
C -7.812 3.577 5.171
C -6.681 4.397 4.601
O -6.026 5.237 5.594
S -5.002 4.530 6.570
C -4.205 5.982 7.159
O -4.085 3.747 5.793
O -5.697 3.901 7.650
H -7.455 2.834 5.883
H -8.316 3.069 4.350
H -8.535 4.215 5.679
H -5.916 3.775 4.134
H -7.040 5.103 3.855
H -3.696 6.465 6.330
H -3.495 5.657 7.916
H -4.957 6.634 7.598
C 13.911 0.169 3.116
C 13.675 1.166 4.229
O 13.067 2.398 3.756
S 11.516 2.365 3.432
C 11.257 4.102 3.364
O 10.824 1.807 4.557
O 11.297 1.800 2.137
H 12.974 -0.204 2.706
H 14.478 -0.674 3.513
H 14.482 0.625 2.308
H 13.048 0.757 5.021
H 14.612 1.500 4.670
H 11.446 4.524 4.346
H 10.218 4.243 3.074
H 11.921 4.522 2.614
*
```

Results
Structure (SMILES): CCCC[C@@H]1OC(=O)O[C@@H]1CCC(N)=O.CCOS(C)(=O)=O.CCOS(C)(=O)=O.CCOS(C)(=O)=O.CCOS(C)(=O)=O.CCOS(C)(=O)=O.CCOS(C)(=O)=O
Orbital gap in eV: 10.4
M in g mol⁻¹: 960.2
HOMO energy in eV: -10.12
Electronic energy in eV: -141635.13372

Here is a molecular structure, C28H66B2N9O14 from the Open Molecules 2025 dataset. Energies are from wB97M-V/def2-TZVPD.

```
! wB97M-V def2-TZVPD RIJCOSX def2/J DEFGRID3
* xyz -1 1
O -3.440 6.684 0.634
C -2.487 7.045 -0.090
O -2.490 7.365 -1.316
B -1.007 7.119 0.471
O -0.395 6.164 1.286
B 0.090 4.997 0.789
O -0.310 4.540 -0.466
O 1.008 4.250 1.532
H -0.295 8.047 0.160
H 0.133 4.913 -1.228
H 0.534 3.605 2.096
C -0.036 0.158 2.486
C -0.807 1.301 3.080
O -0.688 2.439 2.635
N -1.643 1.040 4.108
C -1.911 -0.239 4.748
H 0.581 0.534 1.677
H 0.612 -0.311 3.228
H -0.717 -0.602 2.103
H -2.123 1.859 4.451
H -2.968 -0.492 4.694
H -1.632 -0.176 5.802
H -1.344 -1.037 4.280
C -1.929 -3.425 8.016
C -3.064 -3.048 7.088
O -2.857 -2.705 5.939
N -4.333 -3.104 7.584
C -4.756 -3.484 8.913
H -0.998 -3.329 7.463
H -1.899 -2.770 8.888
H -2.030 -4.455 8.362
H -5.039 -2.839 6.915
H -5.420 -4.351 8.882
H -5.289 -2.668 9.406
H -3.892 -3.740 9.517
C 5.505 1.820 3.273
C 4.043 2.012 2.909
O 3.239 1.100 3.061
N 3.679 3.217 2.426
C 4.509 4.380 2.218
H 5.624 0.806 3.643
H 6.150 1.960 2.404
H 5.814 2.523 4.048
H 2.697 3.313 2.183
H 4.143 5.223 2.805
H 4.497 4.679 1.168
H 5.536 4.174 2.506
C 4.062 -2.236 5.888
C 2.582 -2.125 6.189
O 1.911 -3.104 6.477
N 2.035 -0.888 6.128
C 2.679 0.377 5.818
H 4.341 -3.281 5.980
H 4.280 -1.892 4.877
H 4.651 -1.643 6.590
H 1.046 -0.877 6.324
H 2.560 1.058 6.664
H 2.219 0.838 4.943
H 3.736 0.244 5.619
C -2.562 -2.211 0.239
C -1.230 -2.815 0.635
O -0.962 -3.002 1.809
N -0.361 -3.089 -0.370
C -0.572 -2.811 -1.776
H -3.129 -2.039 1.149
H -2.426 -1.262 -0.280
H -3.123 -2.884 -0.411
H 0.510 -3.501 -0.076
H -0.545 -3.730 -2.366
H 0.204 -2.146 -2.155
H -1.539 -2.340 -1.912
C 0.975 -1.102 -5.974
C 1.495 -2.261 -5.168
O 2.154 -2.077 -4.153
N 1.184 -3.519 -5.571
C 0.419 -3.939 -6.726
H 1.318 -0.202 -5.470
H 1.345 -1.099 -7.000
H -0.117 -1.106 -5.971
H 1.553 -4.234 -4.966
H -0.460 -4.506 -6.411
H 1.029 -4.570 -7.371
H 0.081 -3.073 -7.287
C 4.191 -7.780 -7.954
C 3.638 -6.727 -7.018
O 3.183 -5.675 -7.432
N 3.676 -6.995 -5.685
C 4.175 -8.179 -5.020
H 4.087 -7.407 -8.968
H 5.244 -7.974 -7.750
H 3.641 -8.718 -7.860
H 3.312 -6.250 -5.112
H 3.389 -8.660 -4.436
H 4.995 -7.931 -4.344
H 4.540 -8.892 -5.752
C -1.587 1.362 -3.840
C -2.407 0.816 -4.988
O -2.031 -0.165 -5.620
N -3.568 1.453 -5.267
C -4.125 2.584 -4.548
H -0.698 0.748 -3.739
H -1.295 2.396 -4.030
H -2.147 1.330 -2.904
H -4.070 1.078 -6.055
H -5.104 2.325 -4.139
H -4.230 3.452 -5.197
H -3.468 2.859 -3.733
C -1.781 6.473 -2.694
C -2.675 6.128 -3.863
O -2.396 5.228 -4.645
N -3.815 6.852 -4.012
C -4.301 7.933 -3.180
H -0.926 5.805 -2.720
H -1.431 7.504 -2.759
H -2.301 6.344 -1.744
H -4.369 6.577 -4.808
H -5.274 7.690 -2.751
H -4.404 8.855 -3.757
H -3.609 8.116 -2.366
*
```

Results
Orbital gap in eV: 4.8
M in g mol⁻¹: 774.5
HOMO energy in eV: -3.02
Electronic energy in eV: -73539.53605

Q: Which of these has the lowest M?
A: C28H66B2N9O14

Q: M of number 2 (C28H66B2N9O14)?
A: 774.5 g mol⁻¹

Q: Which of these has the lowest HOMO energy?
A: C28H65NO22S6

Q: Which formula does entry 1 have?
A: C28H65NO22S6